Entry 1:
Computed, not measured: the ion C6H18NSi2 with charge +1, with ωB97M-V with the def2-TZVPD basis set.

Each line ends with the Löwdin charge.
CARTESIAN COORDINATES (ANGSTROEM)
Si 1.02 -1.36 0.23  0.659
Si -2.01 2.27 0.34  0.753
N -1.32 -0.13 -1.12  0.131
C 2.29 -0.75 1.47  -0.166
C -0.14 0.08 -0.32  -0.420
C 0.79 1.45 -0.88  -0.013
C 1.64 -1.92 -1.46  -0.186
C -1.49 0.42 0.34  -0.458
C -2.02 -0.66 1.30  -0.054
H 1.79 -1.13 -2.21  0.044
H -2.63 -1.49 0.81  0.125
H 2.38 0.31 1.18  0.022
H -1.40 3.32 1.37  -0.021
H 1.10 -2.68 -2.00  0.032
H -1.08 -0.91 1.82  0.057
H 0.21 -2.44 0.66  -0.009
H -2.68 -0.18 2.03  0.077
H 2.59 -2.29 -1.36  -0.005
H -3.37 2.29 0.82  -0.068
H -1.62 2.79 -0.90  -0.073
H 1.94 -0.52 2.52  0.065
H 0.31 1.90 -1.74  0.058
H 3.27 -1.15 1.52  0.025
H -1.43 0.52 -1.89  0.148
H 1.81 1.07 -1.10  0.069
H 0.85 2.08 -0.03  0.043
H -1.64 -1.08 -1.21  0.162

Values from the calculation:
net charge	+1
E_LUMO	-2.8773	eV
multiplicity	1
SMILES	C[SiH](C)[C@@]1(C)[NH2+][C@]1(C)[SiH3]
orbital gap	11.5	eV
E	-872.80993	Ha

Entry 2:
Computed, not measured: a cluster of 3 separate species, C6H18O3 in total, with ωB97M-V with the def2-TZVPD basis set.

Each line ends with the Löwdin charge.
CARTESIAN COORDINATES (ANGSTROEM)
O 0.01 0.04 3.40  -0.090
O -2.35 3.28 -3.12  -0.087
O 0.78 -1.06 -1.80  -0.089
C -0.82 -1.11 3.46  -0.314
C 0.63 -1.51 -0.45  -0.330
C -0.96 3.38 -3.47  -0.315
C 1.96 -1.26 0.24  -0.082
C -0.02 -2.40 3.53  -0.087
C -0.22 2.10 -3.12  -0.092
H 1.97 -1.78 1.21  0.059
H -1.41 -1.07 2.54  0.104
H 2.77 -1.66 -0.36  0.076
H -0.06 -1.16 -2.24  0.078
H -0.51 4.24 -2.97  0.107
H -0.16 -0.94 0.05  0.105
H -0.15 1.41 -3.95  0.070
H 0.10 -2.85 2.54  0.058
H 2.07 -0.20 0.42  0.078
H 0.79 2.30 -2.76  0.073
H -1.52 -1.04 4.30  0.105
H 0.35 -2.56 -0.42  0.107
H -0.74 1.61 -2.30  0.068
H -0.52 -3.16 4.14  0.070
H -2.56 3.97 -2.48  0.073
H 0.97 -2.23 3.93  0.074
H 0.52 0.08 4.22  0.077
H -0.91 3.58 -4.54  0.104

Values from the calculation:
net charge	0
E_LUMO	0.8436	eV
multiplicity	1
SMILES	CCO.CCO.CCO
orbital gap	11.0	eV
E	-465.07158	Ha

Entry 3:
Computed, not measured: a structure of composition C6H18O9Pd, with ωB97M-V with the def2-TZVPD basis set.

Each line ends with the Mulliken spin population.
CARTESIAN COORDINATES (ANGSTROEM)
Pd 0.33 -0.66 0.55  1.394
O -1.92 -1.29 0.98  0.122
O -0.18 -0.91 -1.64  0.033
O 0.45 -0.69 2.81  0.020
O 2.68 -0.67 0.44  0.117
O 0.81 -2.96 0.48  0.036
O -0.83 4.39 1.27  0.002
O 0.25 1.59 0.80  0.253
O -4.81 -1.62 1.48  0.000
O 5.58 -0.77 -0.32  0.000
C -0.22 2.38 -0.22  -0.010
C -2.88 -0.70 0.13  -0.001
C -4.42 -0.71 0.52  0.015
C -1.15 3.63 0.18  0.031
C 3.18 -0.13 -0.76  0.005
C 4.57 -0.64 -1.28  0.012
H -0.74 1.79 -1.00  0.004
H 0.51 -1.15 -2.28  -0.002
H 4.38 -1.62 -1.77  -0.002
H -2.15 3.17 0.36  -0.002
H -1.20 4.21 -0.78  -0.004
H -4.68 0.35 0.76  0.000
H -2.56 0.35 0.06  0.003
H -0.40 -0.84 3.24  0.000
H 3.21 0.96 -0.59  -0.001
H -1.01 -0.89 -2.12  -0.004
H 1.02 -0.26 3.45  0.003
H 0.62 2.82 -0.82  -0.004
H 2.41 -0.23 -1.55  -0.005
H 0.28 -3.73 0.73  -0.002
H 1.67 -3.29 0.19  -0.004
H -2.73 -1.15 -0.88  -0.007
H 4.98 0.09 -2.01  -0.002
H -5.03 -0.80 -0.42  -0.001

Values from the calculation:
net charge	-4
E_LUMO (spin up / spin down)	9.1767 / 9.1834	eV
multiplicity	3
orbital gap (spin up / spin down)	3.8 / 3.7	eV
E	-1043.70940	Ha

Entry 4:
Computed, not measured: a cluster of 2 separate species, C6H18SSi2 in total, with ωB97M-V with the def2-TZVPD basis set.

Each line ends with the Löwdin charge.
CARTESIAN COORDINATES (ANGSTROEM)
S 1.48 0.23 1.20  0.599
Si -2.46 -0.59 0.78  0.468
Si -0.52 0.87 1.14  0.198
C 2.11 0.71 -1.42  -0.163
C 0.70 -1.37 -0.96  -0.148
C 3.17 -1.28 -0.33  -0.133
C -3.44 -0.07 -0.81  -0.376
C -0.84 1.95 2.72  -0.287
C 1.89 -0.47 -0.55  -0.876
H 1.25 1.39 -1.47  0.019
H -0.07 2.58 3.06  -0.009
H 3.98 -0.57 0.16  0.118
H -3.56 -0.33 1.74  -0.083
H -2.95 -0.33 -1.81  0.017
H -2.17 -2.15 0.81  -0.054
H 1.07 -2.25 -1.68  0.123
H -3.65 1.14 -0.80  0.072
H 2.92 -2.04 0.31  0.033
H -1.81 2.45 2.84  0.024
H 0.13 -1.79 -0.09  0.028
H -4.42 -0.58 -1.06  0.015
H 2.36 0.27 -2.43  0.111
H 2.91 1.30 -1.12  0.058
H 3.60 -1.54 -1.40  0.125
H -0.07 -0.74 -1.53  0.083
H -0.55 2.18 -0.60  0.027
H -1.04 1.03 3.32  0.010

Values from the calculation:
net charge	0
E_LUMO	0.4185	eV
multiplicity	1
orbital gap	8.9	eV
E	-1216.46717	Ha

Strongest force on any atom values, unit eV/A, following the record order: 3.91, 0.51, 2.48, 4.93.
Relative energy (zero: lowest compared OMol25 entry of this formula, charge and spin) values, unit kcal/mol, following the record order: 28.8, 24.0, 0.0, 43.1.